(1)
C25H16Br2N5O3RuS | the ωB97M-V functional and the def2-TZVPD basis

```
53
Properties=species:S:1:pos:R:3:forces:R:3
C -0.602 -2.408 2.405 0.346 -0.169 -0.163
H 3.135 1.062 1.341 0.423 0.589 0.092
N -1.202 -0.949 -2.107 -1.320 -0.377 0.399
N 0.834 1.595 1.521 0.771 -0.742 -1.354
C 4.615 1.008 -0.927 1.468 0.093 -0.194
H 4.979 1.762 -0.235 -0.163 -0.119 0.089
C -2.533 2.094 2.753 0.918 0.489 1.229
C 3.353 0.425 -0.717 -0.910 -0.790 -0.218
H -2.460 3.170 6.055 -0.146 0.035 -0.728
C -2.174 -2.786 -3.974 0.139 0.937 0.145
C 5.426 0.665 -1.994 0.279 0.986 0.120
H 3.468 -1.868 -3.190 0.144 0.561 -0.179
C -2.140 3.037 5.010 -0.640 -0.620 -0.682
C -2.196 -3.045 0.767 -1.374 0.159 -1.607
C -0.352 3.106 3.387 -1.104 0.076 1.509
N -1.445 3.113 -3.439 0.694 -0.693 1.226
C 0.163 -1.838 1.382 -0.935 -0.283 1.086
N -0.377 -1.639 0.192 0.007 -1.023 -0.160
H -1.221 0.463 -3.585 -0.071 -0.268 -0.202
C 2.623 0.769 0.440 1.345 0.379 0.288
H 0.670 3.246 3.098 0.259 0.313 0.153
H 5.594 -0.690 -3.707 -0.416 0.506 0.543
C 3.761 -0.968 -2.639 0.891 -0.487 -1.304
S 0.705 1.957 -1.991 0.076 1.091 -0.295
C -1.465 -0.570 -3.351 0.505 -0.309 -0.459
H -3.124 -3.566 0.485 0.641 0.181 0.037
H -2.063 -1.047 -5.334 0.309 -0.673 0.817
H -4.006 2.212 4.284 -0.613 -0.334 0.346
C -2.206 -3.052 -2.614 -0.147 -0.984 2.487
Br -2.504 -4.127 -5.266 -0.011 0.559 0.536
C -1.180 2.449 2.449 0.352 -1.040 -0.559
H -0.210 -2.405 3.403 0.102 -0.250 0.301
Br -2.751 -4.136 3.309 0.277 0.680 -0.206
C -1.817 -3.020 2.089 0.875 -0.411 0.204
O -3.258 1.358 1.911 0.671 0.005 -0.646
C -0.660 2.624 -2.726 -0.665 0.520 -1.645
C -0.834 3.404 4.681 0.825 -0.124 -0.950
C -0.498 1.723 1.356 -2.176 -0.929 0.246
C 4.960 -0.301 -2.887 -0.504 -1.905 -0.129
Ru 0.167 0.044 -0.932 -1.089 -0.401 -0.727
H -0.204 3.853 5.470 -0.267 -0.259 -0.794
C -1.500 -2.290 -0.183 0.458 -0.457 1.146
H 6.427 1.119 -2.190 -1.111 -0.233 0.467
H 1.214 -1.574 1.515 -0.509 0.346 0.133
C -1.896 -1.462 -4.314 -0.653 0.516 -1.506
C 2.866 -0.576 -1.661 -1.621 -0.666 0.568
C -2.988 2.421 4.062 0.966 0.509 -0.518
N 1.329 0.860 0.510 -0.427 0.548 0.426
H -2.592 -4.035 -2.269 0.434 0.764 -0.237
O 1.672 -1.194 -1.586 3.533 0.737 0.030
O -1.144 1.023 0.441 0.175 2.273 2.777
C -1.721 -2.134 -1.631 -0.013 0.348 -2.832
H -2.639 1.119 1.135 -0.999 0.348 0.897
```
Forces are in eV/Å.

Spin multiplicity = 5
Charge = +1
Highest occupied orbital energy (spin up / spin down) = -9.94 / -11.11 eV
⟨S²⟩ = 6.057

***

(2)
C4H12S | the ωB97M-V functional and the def2-TZVPD basis

```
17
Properties=species:S:1:pos:R:3:forces:R:3
C -0.954 -1.997 -1.061 -0.323 0.314 -0.016
C -0.988 2.474 0.461 -0.723 -0.354 0.371
H -1.660 -1.495 -0.398 -0.339 -0.241 -0.215
H 2.193 0.888 -0.020 1.101 0.041 -0.271
H 1.187 -1.940 -0.621 0.010 -0.395 -0.376
H 2.209 2.183 1.201 0.127 -0.057 0.618
C 0.266 -2.380 -0.229 0.778 0.734 0.262
H -0.769 -1.281 -1.866 0.418 0.033 0.189
H -0.967 3.353 1.097 0.084 0.029 0.135
H -1.434 -2.833 -1.567 -0.066 -0.168 0.312
H 0.245 -1.911 0.761 -0.383 -0.202 0.046
H -1.893 2.512 -0.146 0.290 0.290 -0.432
C 1.614 1.453 0.687 -0.539 -0.553 -1.403
H 1.194 0.605 1.228 -0.445 0.649 0.635
H -1.155 1.571 1.043 0.155 0.023 0.384
S 0.492 2.241 -0.505 -0.054 -0.107 -0.047
H 0.419 -3.444 -0.065 -0.091 -0.037 -0.192
```
Forces are in eV/Å.

Structure (SMILES) = CSC.CC
Highest occupied orbital energy = -8.55 eV

***

Listing E_tot for the structures above in their given order: -193270.344 -15177.180 eV.